Entry 1:
{
  "formula": "C10H22Cl12O8P2",
  "method": "ωB97M-V/def2-TZVPD",
  "symbols": ["C", "O", "P", "O", "O", "C", "O", "C", "H", "H", "H", "H", "H", "H", "H", "H", "H", "C", "O", "P", "O", "O", "C", "O", "C", "H", "H", "H", "H", "H", "H", "H", "H", "H", "Cl", "C", "Cl", "Cl", "H", "Cl", "C", "Cl", "Cl", "H", "Cl", "C", "Cl", "Cl", "H", "Cl", "C", "Cl", "Cl", "H"],
  "positions_angstrom": [[-7.294, -5.772, -0.816], [-6.432, -5.931, 0.300], [-4.829, -5.978, -0.058], [-4.400, -5.001, -1.074], [-4.072, -5.884, 1.351], [-4.534, -6.672, 2.450], [-4.508, -7.521, -0.429], [-3.138, -7.879, -0.559], [-7.758, -4.789, -0.734], [-8.104, -6.486, -0.670], [-6.908, -5.784, -1.836], [-4.272, -6.183, 3.389], [-4.154, -7.691, 2.520], [-5.606, -6.863, 2.414], [-2.997, -8.468, -1.465], [-2.914, -8.534, 0.283], [-2.429, -7.052, -0.597], [1.062, 11.462, -1.747], [1.820, 10.927, -0.700], [2.545, 9.499, -0.833], [3.636, 9.388, -1.818], [1.264, 8.448, -0.831], [1.442, 7.061, -0.877], [3.046, 9.436, 0.707], [4.232, 8.782, 1.124], [0.069, 11.675, -1.350], [0.853, 10.897, -2.655], [1.379, 12.484, -1.959], [1.000, 6.542, -0.027], [2.492, 6.796, -1.000], [0.889, 6.781, -1.774], [4.767, 9.474, 1.775], [4.853, 8.388, 0.319], [4.041, 7.981, 1.838], [-0.244, 1.792, -7.538], [-1.807, 0.934, -7.293], [-2.254, 1.012, -5.588], [-1.753, -0.725, -7.947], [-2.568, 1.532, -7.795], [5.876, 0.534, 7.407], [4.492, 1.146, 6.507], [4.902, 1.686, 4.849], [3.813, 2.418, 7.512], [3.860, 0.270, 6.363], [6.322, -10.304, 0.923], [5.047, -9.391, 1.864], [5.857, -8.772, 3.325], [3.586, -10.381, 2.369], [4.741, -8.531, 1.267], [2.034, -0.371, -1.238], [0.928, -1.361, -0.239], [0.571, -0.647, 1.360], [1.551, -2.961, 0.043], [0.002, -1.412, -0.811]],
  "lumo_energy_ha": 0.0083,
  "total_energy_ev": -195956.130,
  "de_lowest_kcal_mol": 45.8,
  "e_homo_ha": -0.388,
  "fmax_ha_per_bohr": 0.062,
  "homo_lumo_gap_ev": 10.78
}

Entry 2:
{
  "formula": "C2H5BrN3",
  "method": "ωB97M-V/def2-TZVPD",
  "symbols": ["N", "C", "N", "N", "C", "Br", "H", "H", "H", "H", "H"],
  "positions_angstrom": [[-0.821, 0.648, -0.440], [0.502, 0.603, 0.071], [0.965, -0.610, 0.734], [0.475, -1.645, 0.959], [0.099, -2.810, 1.223], [-1.307, -3.380, 2.327], [-1.487, -0.025, -0.081], [-0.999, 0.447, -1.377], [0.541, 1.376, 0.833], [1.288, 0.737, -0.813], [0.737, -3.677, 0.727]],
  "charge": 1,
  "lumo_energy_ha": -0.2338,
  "total_energy_ev": -76656.867,
  "de_lowest_kcal_mol": 85.5,
  "e_homo_ha": -0.534,
  "fmax_ha_per_bohr": 0.066,
  "homo_lumo_gap_ev": 8.16
}

Entry 3:
{
  "formula": "C6H12NO3OsS3Te4",
  "method": "ωB97M-V/def2-TZVPD",
  "symbols": ["Os", "C", "C", "S", "C", "C", "S", "C", "C", "S", "H", "H", "H", "H", "H", "H", "H", "H", "H", "H", "H", "H", "Te", "Te", "Te", "Te", "O", "N", "O", "O"],
  "positions_angstrom": [[0.989, -0.185, 1.030], [0.220, -1.874, -1.872], [1.317, -0.866, -2.191], [1.226, 0.759, -1.385], [-0.408, 1.368, -1.854], [-1.174, 1.885, -0.646], [-1.373, 0.697, 0.705], [-2.292, -0.625, -0.146], [-1.753, -2.006, 0.164], [0.014, -2.245, -0.099], [0.488, -2.814, -2.356], [-0.747, -1.575, -2.275], [1.354, -0.707, -3.269], [2.290, -1.242, -1.876], [-0.945, 0.579, -2.376], [-0.266, 2.185, -2.562], [-2.162, 2.237, -0.946], [-0.648, 2.721, -0.183], [-2.273, -0.417, -1.213], [-3.331, -0.567, 0.177], [-2.302, -2.758, -0.405], [-1.875, -2.241, 1.222], [1.793, 3.219, 2.503], [-0.072, 4.360, 4.112], [-0.925, 2.068, 5.088], [1.248, 0.776, 3.549], [2.384, -1.604, 2.536], [2.815, -0.657, 1.754], [3.093, -0.925, 0.502], [3.317, 0.454, 2.313]],
  "multiplicity": 5,
  "charge": 1,
  "lumo_energy_ha": [-0.1704, -0.2096],
  "total_energy_ev": -78182.200,
  "de_lowest_kcal_mol": 79.2,
  "s_squared": 6.04,
  "e_homo_ha": [-0.353, -0.412],
  "fmax_ha_per_bohr": 0.038,
  "homo_lumo_gap_ev": [4.96, 5.51]
}

Entry 4:
{
  "formula": "C35H20ClIN6O9SSeTi",
  "method": "ωB97M-V/def2-TZVPD",
  "symbols": ["Ti", "O", "C", "C", "C", "N", "C", "C", "C", "O", "O", "C", "O", "O", "H", "H", "H", "Se", "N", "C", "C", "C", "C", "C", "N", "C", "C", "N", "C", "C", "C", "C", "C", "N", "H", "H", "H", "H", "H", "H", "Cl", "C", "C", "C", "I", "C", "O", "C", "N", "C", "C", "C", "C", "H", "H", "H", "H", "C", "C", "C", "C", "C", "C", "C", "S", "O", "O", "O", "H", "H", "H", "H", "H", "H", "H"],
  "positions_angstrom": [[-0.400, -0.623, 0.544], [1.451, -6.240, -0.719], [0.978, -5.056, -0.232], [-0.387, -4.782, -0.195], [-0.760, -3.546, 0.297], [0.152, -2.673, 0.683], [1.447, -2.938, 0.704], [1.921, -4.153, 0.255], [2.247, -1.780, 1.299], [3.462, -1.856, 1.325], [1.464, -0.850, 1.726], [-2.157, -3.030, 0.599], [-3.129, -3.739, 0.402], [-2.121, -1.854, 1.128], [0.709, -6.751, -1.061], [-1.143, -5.489, -0.508], [2.978, -4.370, 0.261], [-1.073, 5.928, 4.717], [-1.215, 4.181, 5.102], [-1.011, 3.510, 4.010], [-1.050, 2.031, 3.925], [-1.304, 1.220, 5.001], [-1.317, -0.163, 4.791], [-1.090, -0.644, 3.528], [-0.843, 0.158, 2.470], [-0.809, 1.476, 2.667], [-0.536, 2.262, 1.492], [-0.343, 1.550, 0.378], [-0.115, 2.222, -0.770], [-0.088, 3.595, -0.835], [-0.282, 4.337, 0.335], [-0.499, 3.654, 1.507], [-0.734, 4.313, 2.812], [-0.725, 5.599, 2.987], [-1.484, 1.651, 5.975], [-1.506, -0.854, 5.599], [-1.108, -1.699, 3.293], [0.035, 1.602, -1.649], [0.079, 4.077, -1.785], [-0.272, 5.419, 0.327], [-6.621, 0.765, -3.374], [-5.095, 0.305, -2.640], [-4.272, -0.552, -3.294], [-3.018, -0.925, -2.744], [-1.930, -2.356, -3.766], [-2.597, -0.427, -1.542], [-1.424, -0.742, -1.069], [-3.488, 0.453, -0.820], [-3.076, 0.927, 0.383], [-3.852, 1.722, 1.059], [-5.119, 2.149, 0.599], [-5.547, 1.703, -0.615], [-4.730, 0.831, -1.369], [-4.572, -0.962, -4.248], [-3.481, 2.055, 2.026], [-5.717, 2.817, 1.202], [-6.504, 2.006, -1.018], [7.456, 0.152, -2.395], [5.972, -0.079, -2.352], [5.438, -1.331, -2.602], [4.064, -1.552, -2.552], [3.216, -0.502, -2.258], [3.732, 0.762, -1.994], [5.096, 0.963, -2.043], [1.479, -0.810, -2.227], [1.302, -2.227, -2.427], [0.862, 0.089, -3.172], [1.145, -0.404, -0.802], [7.988, -0.767, -2.632], [7.832, 0.516, -1.438], [7.725, 0.892, -3.150], [6.102, -2.158, -2.827], [3.650, -2.532, -2.724], [3.072, 1.578, -1.739], [5.495, 1.947, -1.826]],
  "multiplicity": 2,
  "charge": -1,
  "lumo_energy_ha": [0.0357, 0.0362],
  "total_energy_ev": -183916.923,
  "de_lowest_kcal_mol": 21.8,
  "s_squared": 0.75,
  "e_homo_ha": [-0.157, -0.187],
  "fmax_ha_per_bohr": 0.030,
  "homo_lumo_gap_ev": [5.26, 6.08]
}